(1)
C2H2N4 | ωB97M-V/def2-TZVPD

Each atom is followed by the atoms it is bonded to, with distances in Å.
Cartesian coordinates (Å):
1 C 0.6252 0.7054 -0.0308  C2 1.394, N6 1.327, H7 1.108
2 C 0.6671 -0.6881 -0.0417  C1 1.394, N3 1.264, H8 1.051
3 N -0.4442 -1.2905 -0.0196  C2 1.264, N4 1.323
4 N -1.6362 -0.7165 -0.0072  N3 1.323, N5 1.260
5 N -1.7458 0.5387 -0.0138  N4 1.260, N6 1.347
6 N -0.5919 1.2341 -0.0300  C1 1.327, N5 1.347
7 H 1.5132 1.3555 0.0974  C1 1.108
8 H 1.6126 -1.1385 0.0457  C2 1.051

Computed properties:
HOMO level: -9.72 eV
Relative energy (zero: lowest compared OMol25 entry of this formula, charge and spin): 3.0407 eV
Largest force on an atom: 3.7 eV/A

(2)
C4H12 | ωB97M-V/def2-TZVPD

Each atom is followed by the atoms it is bonded to, with distances in Å.
Cartesian coordinates (Å):
1 C -1.7898 0.5012 1.9223  C2 1.531, H3 1.085, H4 1.091, H5 1.091
2 C -1.0142 -0.8007 1.7049  C1 1.531, H6 1.084, H7 1.087, H8 1.089
3 H -1.8285 1.1253 1.0359  C1 1.085
4 H -2.8180 0.2643 2.1997  C1 1.091
5 H -1.3980 1.0939 2.7500  C1 1.091
6 H -0.4549 -0.7777 0.7762  C2 1.084
7 H -1.6602 -1.6726 1.6479  C2 1.087
8 H -0.2772 -1.0194 2.4760  C2 1.089
9 C 1.7162 0.8300 -1.8923  C10 1.547, H11 1.093, H12 1.089, H13 1.091
10 C 1.0983 -0.5736 -1.6905  C9 1.547, H14 1.078, H15 1.086, H16 1.090
11 H 2.7955 0.9186 -1.7452  C9 1.093
12 H 1.5640 1.2052 -2.9035  C9 1.089
13 H 1.2435 1.5472 -1.2189  C9 1.091
14 H 0.5516 -0.5935 -0.7615  C10 1.078
15 H 1.8792 -1.3218 -1.7946  C10 1.086
16 H 0.3924 -0.7264 -2.5065  C10 1.090

Computed properties:
HOMO level: -11.64 eV
Relative energy (zero: lowest compared OMol25 entry of this formula, charge and spin): 0.3341 eV
Largest force on an atom: 1.6 eV/A